{
  "formula": "C5H13NO3",
  "method": "ωB97M-V/def2-TZVPD",
  "elements": ["C", "C", "C", "C", "C", "N", "O", "O", "O", "H", "H", "H", "H", "H", "H", "H", "H", "H", "H", "H", "H", "H"],
  "positions_angstrom": [[1.056990, 0.378612, -0.131059], [-0.464702, 0.298093, -0.106027], [-0.954675, 0.373015, 1.369631], [0.925841, -0.769396, -2.557146], [-0.927081, -0.970354, 2.089188], [-0.982759, 1.351632, -0.978656], [1.702139, -0.128749, -1.535284], [1.747057, -0.513397, 0.580917], [-0.243047, 1.378597, 2.096124], [2.176793, -0.777752, -0.590963], [0.621220, 1.013164, 2.327853], [1.410812, 1.417920, -0.104867], [-0.776635, -0.667704, -0.509861], [-1.984712, 0.741307, 1.333676], [-0.772186, 2.260773, -0.577729], [-1.992304, 1.290026, -1.048753], [0.154506, -0.078522, -2.894432], [0.471560, -1.691261, -2.184142], [1.602867, -1.000056, -3.379300], [0.086593, -1.370176, 2.104306], [-1.574236, -1.690943, 1.584151], [-1.284043, -0.844831, 3.112375]],
  "forces_ev_per_angstrom": [[0.01, -0.33, -0.85], [0.09, 0.10, 0.10], [0.10, -0.03, -0.06], [-0.03, 0.14, 0.21], [0.02, 0.14, -0.05], [0.03, -0.03, 0.09], [-0.32, 0.35, 0.11], [0.45, -0.22, -0.39], [-0.02, -0.14, -0.13], [-0.38, 0.13, 0.97], [-0.03, -0.01, -0.01], [-0.04, -0.07, 0.00], [0.02, -0.02, 0.00], [0.03, -0.01, -0.02], [0.00, -0.02, 0.01], [0.04, 0.00, 0.01], [0.02, -0.03, 0.02], [0.02, 0.03, -0.04], [-0.03, 0.00, 0.07], [-0.01, -0.01, 0.00], [0.02, 0.02, 0.00], [0.00, 0.00, -0.03]],
  "lowdin_charge": [-0.342, -0.308, -0.381, -0.075, -0.042, 0.060, -0.146, -0.098, -0.035, 0.178, 0.091, 0.153, 0.141, 0.139, 0.084, 0.079, 0.081, 0.090, 0.090, 0.074, 0.082, 0.083],
  "total_charge": 0,
  "e_above_lowest_ev": 3.0497,
  "gap_ev": 10.26,
  "molar_mass_g_mol": 135.16,
  "lumo_energy_ev": 0.887
}